# 1
Molecular formula: C15H22N2O3
Method: DFT, ωB97M-V/def2-TZVPD

Structure (XYZ):
```
42
Properties=species:S:1:pos:R:3:forces:R:3
C 3.74245 0.87010 -0.23592 0.3967 0.4927 0.1405
C 2.52463 1.43936 0.49535 -0.0021 -0.2927 -0.4538
C 1.66605 2.28226 -0.45432 0.3490 -0.4008 0.4747
C 1.69312 0.39194 1.24183 -0.1571 -0.3297 0.7084
C 1.01565 -0.69296 0.40167 -0.2487 0.3388 -0.3885
N 0.12179 -1.45846 1.25114 -0.7581 -0.1321 -1.0507
C -1.00064 -2.16102 0.90369 0.1392 0.0944 -0.0086
O -1.62824 -2.78085 1.75262 0.2147 0.2223 -0.3567
C -1.48911 -2.16408 -0.56308 0.1200 0.5970 0.1700
N -1.87374 -3.49780 -0.96134 0.2694 -0.7592 0.0463
C -2.72936 -1.24922 -0.66218 0.2630 0.1464 -0.1243
C -2.47708 0.20911 -0.32107 -0.1347 -0.6140 0.4947
C -2.19704 1.12600 -1.31765 0.2280 0.2412 -0.7279
C -1.95174 2.46704 -1.00655 -0.2065 -0.8068 0.5114
C -1.99025 2.89000 0.31840 -0.0253 0.4453 -0.0896
C -2.26137 1.97891 1.32923 -0.0571 -0.5344 -0.2102
C -2.50813 0.63935 1.01124 0.0757 0.2348 0.2306
C 2.03891 -1.65651 -0.18724 0.9452 -0.5876 0.3217
O 2.89995 -2.22729 0.45066 -0.8478 0.5401 -0.4740
O 1.87670 -1.85548 -1.51140 0.3614 -0.3972 -0.1847
H 4.39964 1.69199 -0.57870 -0.3710 -0.3451 0.0596
H 4.35245 0.21321 0.37975 -0.0333 -0.0151 0.2463
H 3.45319 0.29195 -1.09778 -0.1406 -0.1414 -0.5150
H 2.91134 2.08952 1.26067 0.1224 0.4207 0.4557
H 0.81374 2.67762 0.06242 -0.5247 0.2664 0.3053
H 2.21935 3.10791 -0.86845 0.3487 0.3267 -0.1528
H 1.29572 1.69547 -1.27653 -0.1628 -0.3414 -0.4683
H 2.31021 -0.14924 1.98712 -0.0714 0.3544 -0.2922
H 0.88507 0.89164 1.81510 0.3410 -0.1507 -0.3643
H 0.43883 -0.21074 -0.40502 0.1718 -0.3221 0.2806
H 0.38989 -1.61498 2.18922 0.4185 -0.0369 1.0275
H -0.72573 -1.80784 -1.26921 -0.1096 -0.0550 0.3208
H -1.03774 -4.08642 -1.05957 -0.4618 0.2834 0.0264
H -2.41435 -3.90670 -0.19641 0.0903 0.0518 -0.2015
H -3.10870 -1.35728 -1.68238 0.0274 0.0964 0.1084
H -3.47292 -1.66644 0.00937 -0.2090 -0.0414 0.1466
H -2.16966 0.76422 -2.36660 -0.0133 0.4182 0.7250
H -1.72978 3.15424 -1.78596 0.1131 0.5139 -0.5203
H -1.83448 3.94770 0.56753 0.0143 -0.4858 -0.1552
H -2.28081 2.30334 2.36132 -0.0496 -0.0129 0.0169
H -2.72470 -0.07091 1.81852 0.0639 0.2103 -0.3871
H 2.55692 -2.50863 -1.79949 -0.4892 0.5069 0.3087
```
Forces are in eV/Å.

As for the energy above the lowest of the compared OMol25 structures with the same formula, charge and spin: 45.6 kJ/mol. As for the SMILES: CC(C)C[C@H](NC(=O)[C@@H](N)Cc1ccccc1)C(=O)O. The maximum force comes out at 1.30 eV/A. Its LUMO energy is 0.5608 eV. For the calculated total energy, the calculation gives -920.0613 a.u. Its multiplicity is 1. Its charge is 0.

What are the natural (NBO) partial charges on each atom? They are as follows, in elementary charge units: C -0.615; C -0.219; C -0.609; C -0.383; C -0.170; N -0.605; C 0.678; O -0.637; C -0.144; N -0.815; C -0.441; C 0.063; C -0.248; C -0.208; C -0.231; C -0.202; C -0.248; C 0.789; O -0.595; O -0.688; H 0.214; H 0.220; H 0.197; H 0.205; H 0.216; H 0.212; H 0.199; H 0.219; H 0.224; H 0.236; H 0.407; H 0.206; H 0.359; H 0.375; H 0.227; H 0.223; H 0.214; H 0.214; H 0.216; H 0.214; H 0.227; H 0.501

***

# 2
Molecular formula: C24H34N6O2
Method: DFT, ωB97M-V/def2-TZVPD

Structure (XYZ):
```
66
Properties=species:S:1:pos:R:3:forces:R:3
N -2.33498 -3.43437 0.11868 0.5236 -0.0096 -0.0369
C -3.65087 -3.49214 0.33749 -0.1083 0.2312 0.0218
O -4.27315 -4.52751 0.48388 -0.3063 -0.2840 0.0917
C -4.36628 -2.13042 0.37544 -0.0945 -0.3875 0.1185
C -5.52086 -2.12547 -0.63875 0.0532 -0.0676 -0.0293
C -4.90522 -1.39930 -1.83000 -0.0033 0.1654 0.1394
C -4.07126 -0.33006 -1.13672 0.0411 0.1221 -0.3197
N -3.48476 -1.03110 -0.00672 -0.2685 0.1271 0.1031
C -3.04534 -0.19754 1.09545 -0.0490 -0.1106 0.0117
C -2.17613 0.91476 0.62265 0.5883 -0.7559 0.2072
C -0.82349 0.93974 0.29607 -0.9686 0.3974 0.0850
C 0.06955 -0.23281 0.39099 0.2238 -0.2624 0.1326
O -0.41987 -1.36120 0.46007 -0.1911 0.0285 0.0094
N 1.40326 -0.05926 0.45280 -0.0043 -0.1084 -0.0107
C 2.15043 1.16970 0.33805 0.2782 0.6381 -0.2376
C 3.02088 1.10652 -0.93081 -0.1499 0.0637 0.2972
N 3.89382 -0.04072 -0.98418 -0.0399 0.1381 -0.1638
C 5.24201 0.08643 -0.46369 0.0634 -0.3823 -0.0798
C 5.45197 -0.24589 1.02254 0.1041 0.4282 -0.0774
C 6.90116 0.02187 1.42236 -0.0111 -0.3403 0.0818
C 7.85862 -0.80515 0.57100 0.1077 0.3277 -0.0442
C 7.64897 -0.50071 -0.90890 -0.0333 -0.3733 0.0785
C 6.20051 -0.76640 -1.30659 0.1521 0.4426 0.0288
C 3.15794 -1.26097 -0.75271 -0.1025 -0.0204 0.1894
C 2.26546 -1.22235 0.50194 0.1018 -0.5157 -0.1894
N -0.45928 2.17747 -0.12309 -0.0086 0.3194 -0.2579
C -1.54081 2.92488 -0.06065 0.0581 -0.4073 0.0775
C -1.71266 4.28032 -0.37936 -0.4299 0.4266 -0.0140
C -2.94268 4.84774 -0.21544 0.4984 -0.0154 -0.1196
C -4.01783 4.07507 0.27566 -0.1018 -0.4019 0.1245
C -3.84438 2.76112 0.57728 -0.8168 0.4779 0.0956
N -2.62900 2.18385 0.40462 0.7495 0.2972 -0.2396
H -1.80690 -4.29093 0.12700 -0.1128 -0.0099 0.0559
H -1.84038 -2.55056 0.08380 -0.0360 -0.0116 -0.0779
H -4.74975 -2.01112 1.39936 0.0625 -0.0313 -0.0885
H -5.84545 -3.13888 -0.86458 -0.0607 0.0221 0.0758
H -6.37264 -1.56326 -0.25123 0.0149 0.0039 0.0118
H -5.64672 -0.97815 -2.50634 0.0234 -0.0146 -0.0610
H -4.25407 -2.07449 -2.38408 0.0306 -0.0122 -0.0841
H -3.28134 0.07633 -1.77419 -0.0888 0.0809 -0.0013
H -4.72560 0.50166 -0.82085 0.0082 -0.0284 -0.0179
H -2.46673 -0.83106 1.77391 -0.0864 0.1630 0.0345
H -3.90138 0.22404 1.66073 0.0965 -0.1103 -0.0333
H 1.46684 2.01367 0.27335 0.3228 -0.1645 0.1018
H 2.78627 1.27174 1.22553 -0.0275 0.0007 -0.0367
H 3.61130 2.01952 -1.01614 0.0015 0.0177 -0.0355
H 2.34474 1.05145 -1.79271 -0.0584 0.1219 0.0228
H 5.52229 1.13614 -0.61343 0.0067 -0.0266 0.0103
H 4.79014 0.36221 1.64269 -0.0806 -0.0813 0.0156
H 5.22190 -1.29833 1.20078 -0.0920 -0.0827 0.0274
H 7.04109 -0.21734 2.47913 0.0188 0.0970 0.0157
H 7.12323 1.08357 1.28883 0.0213 0.0722 0.0427
H 8.89034 -0.58806 0.85500 0.0286 -0.0864 0.0318
H 7.67863 -1.86750 0.75156 0.0313 -0.0799 0.0285
H 8.31753 -1.11588 -1.51456 0.0507 0.0738 -0.0444
H 7.89290 0.54665 -1.10160 0.0520 0.0574 -0.0488
H 5.97862 -1.82510 -1.16254 -0.0561 -0.1126 -0.0090
H 6.04540 -0.53288 -2.36070 -0.0725 -0.0323 -0.0089
H 3.84810 -2.10067 -0.68272 -0.0144 -0.0687 -0.0315
H 2.50777 -1.42396 -1.62128 -0.0191 -0.1244 0.0618
H 1.63530 -2.11183 0.54381 0.1455 0.1067 0.0509
H 2.87452 -1.16822 1.40932 -0.0245 -0.0024 -0.0308
H -0.86127 4.83007 -0.74384 0.0887 0.0564 -0.0420
H -3.10501 5.88685 -0.45321 0.0265 0.1046 -0.0319
H -4.98589 4.52795 0.41434 -0.1045 -0.0505 0.0429
H -4.64124 2.14278 0.96112 0.0480 -0.0360 -0.0204
```
Forces are in eV/Å.

As for the energy above the lowest of the compared OMol25 structures with the same formula, charge and spin: 43.1 kJ/mol. As for the SMILES: NC(=O)[C@@H]1CCCN1Cc1c(C(=O)N2CCN(C3CCCCC3)CC2)nc2ccccn12. The maximum force comes out at 1.05 eV/A. Its LUMO energy is 0.2357 eV. For the calculated total energy, the calculation gives -1414.0047 a.u. Its multiplicity is 1. Its charge is 0.

What are the natural (NBO) partial charges on each atom? They are as follows, in elementary charge units: N -0.824; C 0.661; O -0.652; C -0.141; C -0.403; C -0.410; C -0.215; N -0.446; C -0.254; C 0.182; C 0.022; C 0.664; O -0.683; N -0.408; C -0.252; C -0.212; N -0.462; C -0.024; C -0.424; C -0.395; C -0.396; C -0.396; C -0.404; C -0.223; C -0.249; N -0.475; C 0.308; C -0.203; C -0.205; C -0.258; C 0.020; N -0.321; H 0.395; H 0.449; H 0.208; H 0.245; H 0.199; H 0.215; H 0.211; H 0.205; H 0.152; H 0.244; H 0.166; H 0.268; H 0.179; H 0.202; H 0.194; H 0.191; H 0.204; H 0.194; H 0.208; H 0.193; H 0.207; H 0.193; H 0.208; H 0.192; H 0.191; H 0.217; H 0.206; H 0.197; H 0.248; H 0.192; H 0.235; H 0.223; H 0.229; H 0.220

***

# 3
Molecular formula: C3H6N3S2
Method: DFT, ωB97M-V/def2-TZVPD

Structure (XYZ):
```
14
Properties=species:S:1:pos:R:3:forces:R:3
C -0.97604 0.11412 0.44043 0.4940 -0.4762 -0.4806
C 0.43440 -0.37125 0.93749 -0.9465 3.0768 -0.5700
C 1.24637 -1.15121 -0.15890 1.6459 0.9017 0.6267
N 0.70166 -1.72542 0.96468 -0.5144 -2.9426 0.7280
N -1.89635 -0.82021 0.00091 0.4261 2.8019 -0.3020
N -1.27491 1.43496 0.31061 -1.1753 -4.1094 -1.5130
S -1.74094 -2.42550 -0.19390 0.2895 -1.3128 -0.0287
S 3.05891 -1.18850 -0.18040 -0.1197 0.3152 -0.0563
H 0.98716 0.22933 1.76512 -1.2667 -0.5467 -1.6384
H 1.07048 -1.33804 -1.20689 -1.4595 0.0536 -0.0941
H -2.74745 -0.42225 -0.43376 0.4974 -0.1306 0.6462
H -0.87062 1.96338 0.98377 1.6427 2.5607 2.0913
H -2.17067 1.74668 -0.06796 0.3946 -0.1939 0.2451
H 3.23861 -0.65251 1.02219 0.0918 0.0022 0.3458
```
Forces are in eV/Å.

As for the energy above the lowest of the compared OMol25 structures with the same formula, charge and spin: 303.3 kJ/mol. The maximum force comes out at 4.53 eV/A. Its LUMO energy (alpha / beta) is -6.6079 / -5.5745 eV. For the calculated total energy, the calculation gives -1078.1299 a.u. Its multiplicity is 1. Its charge is +1.

What are the natural (NBO) partial charges on each atom? They are as follows, in elementary charge units: C 0.561; C -0.222; C -0.224; N -0.199; N -0.726; N -0.694; S 0.441; S 0.114; H 0.272; H 0.272; H 0.431; H 0.418; H 0.428; H 0.128